Computed, not measured: 2 unconnected molecules or ions with the total composition C4H10N2 in a non-equilibrium geometry, with the ωB97M-V functional and the def2-TZVPD basis.

XYZ file:
```
16
Properties=species:S:1:pos:R:3:lowdin_charge:R:1
C -3.3723 -1.6523 -3.5020 -0.092
C -3.1768 -1.1365 -2.2794 -0.331
N -3.3089 0.2215 -1.9746 0.009
H -3.2374 -1.0605 -4.5436 0.090
H -2.9163 -2.6686 -3.6797 0.038
H -2.9029 -1.7876 -1.4481 0.101
H -3.8760 0.8890 -2.5796 0.125
H -3.3496 0.4224 -0.9959 0.060
C 2.7167 1.8247 2.0026 -0.051
C 2.8734 0.5757 2.6586 -0.287
N 4.0007 0.2991 3.4072 0.047
H 3.6284 2.0072 1.3592 0.042
H 1.9949 2.4855 2.4150 0.016
H 2.0622 -0.0969 2.6005 0.075
H 3.9569 -0.6859 3.5947 0.067
H 4.9070 0.3632 2.9651 0.091
```

Computed properties:
Electronic energy in Ha: -267.75856
LUMO energy in eV: 0.91
Relative energy (zero: lowest compared OMol25 entry of this formula, charge and spin) in eV: 4.538
HOMO energy in Ha: -0.2737
Total charge: 0
Structure (SMILES): C=CN.C=CN

Computed, not measured: 2 unconnected molecules or ions with the total composition C4H10N2 in a non-equilibrium geometry, with the ωB97M-V functional and the def2-TZVPD basis.

XYZ file:
```
16
Properties=species:S:1:pos:R:3:lowdin_charge:R:1
C -0.3443 3.2141 -0.9545 -0.085
N 0.6851 2.9040 -1.6321 -0.089
C 1.2425 1.6030 -1.3424 -0.174
H -1.1465 3.8532 -1.3734 0.073
H -0.6688 2.6389 -0.0891 0.061
H 2.0192 1.6363 -0.5679 0.081
H 0.5409 0.7993 -1.0367 0.062
H 1.4918 1.1749 -2.3221 0.073
C 0.0122 -3.2937 0.6279 -0.076
N -0.3659 -2.8030 1.7383 -0.081
C -1.0833 -1.5600 1.5937 -0.194
H 0.6275 -4.2079 0.5824 0.072
H -0.2718 -2.7946 -0.2921 0.060
H -1.3240 -1.2059 0.5903 0.053
H -2.0689 -1.6386 2.0936 0.075
H -0.6109 -0.6699 2.1109 0.089
```

Computed properties:
Electronic energy in Ha: -267.81705
LUMO energy in eV: 0.79
Relative energy (zero: lowest compared OMol25 entry of this formula, charge and spin) in eV: 2.946
HOMO energy in Ha: -0.3576
Total charge: 0
Structure (SMILES): C=NC.C=NC